2 unconnected molecules or ions with the total composition C6H12N2, computed with ωB97M-V/def2-TZVPD.

```
20
Properties=species:S:1:pos:R:3:forces:R:3:lowdin_charge:R:1
C -1.839522 0.293041 -1.201390 1.3326 0.1478 1.1783 0.07
C -1.365973 0.570680 0.009225 0.1455 -0.4083 -2.1600 -0.22
C -0.411095 -0.113801 -0.919822 -2.6825 -2.4128 2.2447 -0.27
C -1.630130 1.199154 1.317009 0.3007 -1.6070 0.4812 -0.04
C -0.215210 -2.381000 -0.165220 -2.7204 2.9232 0.3917 -0.02
C 2.041403 0.367963 0.660618 -1.6127 -0.7867 0.7403 -0.14
N 0.726161 0.309959 -1.500067 2.4471 0.5267 -0.3451 -0.04
N 1.752633 0.984073 -0.644121 1.0203 -0.1151 -0.5095 -0.10
H -2.682295 0.367722 -1.899252 0.6449 -0.2187 0.3464 0.10
H -0.688521 1.282239 1.935691 -1.0790 0.9319 -0.8874 0.09
H -2.175359 0.421165 1.890188 -0.1786 0.5133 -0.1875 0.09
H -2.310693 2.031379 1.085500 0.6472 0.1476 0.8994 0.09
H 0.784424 -2.665817 -0.228516 1.7524 -0.2769 -0.0351 -0.07
H -0.825253 -2.929689 -0.941361 0.2856 0.6338 1.3859 -0.01
H -0.573777 -2.263782 0.963185 0.4231 -0.5548 -2.7030 0.03
H 2.633464 1.070553 1.294994 -0.5067 -0.3570 -0.6989 0.08
H 0.999968 0.260679 1.103835 1.5693 -0.1484 0.0314 0.06
H 2.555219 -0.650497 0.703233 -0.6823 1.1347 -0.4355 0.09
H 0.581918 0.930132 -2.291239 -0.0720 -0.0890 0.2125 0.13
H 2.642640 0.915842 -1.172496 -1.0344 0.0158 0.0499 0.10
```
Positions in Å, forces in eV/Å.

HOMO (spin up / spin down)   -0.25060 / -0.25062 Eh
Calculated total energy   -9389.3766 eV
Largest force on an atom   4.25 eV/Å
Gap between HOMO and LUMO (spin up / spin down)   7.8 / 7.8 eV

***

C3H4N2O in the gas phase, computed with ωB97M-V/def2-TZVPD.

```
10
Properties=species:S:1:pos:R:3:forces:R:3:lowdin_charge:R:1
C 1.096054 0.291912 1.135586 0.0898 0.0674 0.1037 -0.01
C 0.452423 0.206219 -0.229503 0.0799 0.4184 -0.2514 -0.57
N -0.605845 -0.694392 -0.250625 0.3788 -0.5089 -1.1231 0.15
C -1.741145 -0.528258 -1.034448 -0.2900 0.2982 -0.6562 -0.30
N -1.146393 -0.533858 -2.114793 0.1127 -0.5137 1.6052 0.30
O 0.856301 0.814320 -1.191503 0.1194 0.1083 0.4371 0.06
H 0.548577 -0.220390 1.926073 -0.0363 -0.0175 -0.1627 0.07
H 1.199348 1.348034 1.387834 0.0366 -0.0664 -0.0327 0.09
H 2.097696 -0.137022 1.060449 -0.0676 0.0442 0.0207 0.09
H -2.757015 -0.546567 -0.689071 -0.4233 0.1701 0.0592 0.12
```
Positions in Å, forces in eV/Å.

HOMO (spin up / spin down)   -0.36775 / -0.36785 Eh
Calculated total energy   -8199.7274 eV
Largest force on an atom   1.69 eV/Å
Gap between HOMO and LUMO (spin up / spin down)   8.7 / 8.7 eV

***

2 unconnected molecules or ions with the total composition CH2IN2PS, computed with ωB97M-V/def2-TZVPD.

```
8
Properties=species:S:1:pos:R:3:forces:R:3:lowdin_charge:R:1
H -2.846305 0.964408 0.953254 -0.4748 -0.3379 0.0372 -0.15
P -2.067269 0.370685 -0.071941 -1.2533 0.6493 -0.9107 0.73
N -1.051483 -0.241560 0.956755 -0.5665 1.0343 1.4684 -0.40
N 0.134392 -0.567319 0.693384 4.4076 -2.4877 -1.4228 -0.20
C 1.188396 -1.061924 0.345408 -4.4084 1.5170 2.1857 -0.92
S 2.587606 -1.699371 0.323742 2.0320 -0.8178 -0.5356 0.68
I 0.624116 0.696821 -2.180160 0.6042 0.8419 -0.2982 0.49
H 1.430546 1.538259 -1.020442 -0.3407 -0.3991 -0.5240 -0.24
```
Positions in Å, forces in eV/Å.

HOMO   -0.30404 Eh
Calculated total energy   -32270.6234 eV
SMILES   [H]/P=N/N=C=S.I
Largest force on an atom   5.26 eV/Å
Gap between HOMO and LUMO   7.0 eV

***

A molecular structure, Br2Ti, computed with ωB97M-V/def2-TZVPD.

```
3
Properties=species:S:1:pos:R:3:forces:R:3:lowdin_spin:R:1
Ti 19.320840 0.273870 -5.054970 0.3630 -0.9252 0.3691 2.83
Br 17.636710 1.556420 -3.165060 0.0893 -0.1379 -0.0157 0.98
Br 20.197400 -2.040610 -4.057930 -0.4523 1.0631 -0.3534 0.20
```
Positions in Å, forces in eV/Å.

HOMO (spin up / spin down)   -0.24991 / -0.33798 Eh
Calculated total energy   -163196.9271 eV
Largest force on an atom   1.21 eV/Å
Gap between HOMO and LUMO (spin up / spin down)   6.5 / 3.9 eV
2S+1   5

***

A molecular structure, CH4AlN2O, computed with ωB97M-V/def2-TZVPD.

```
9
Properties=species:S:1:pos:R:3:forces:R:3:lowdin_charge:R:1
N 2.734533 -1.013069 0.328683 0.2183 -0.0168 -0.0644 0.06
C 1.986180 -0.356773 -0.270305 -0.3842 0.0551 -0.2211 -0.58
O 1.146843 0.329984 -0.922241 0.1111 0.0086 0.3854 -0.16
Al -0.420219 0.830985 0.014709 -0.2348 -0.0715 0.2188 0.12
N -1.609468 -0.605098 -0.068935 0.4062 0.0336 0.0196 -0.14
H 0.046095 1.027320 1.547718 0.0189 0.0329 -0.0145 -0.10
H -0.970093 2.192290 -0.636809 0.1169 -0.0409 -0.2439 -0.13
H -1.382715 -1.280405 -0.793198 -0.1621 0.0340 -0.0563 -0.04
H -1.531155 -1.125234 0.800377 -0.0902 -0.0349 -0.0236 -0.05
```
Positions in Å, forces in eV/Å.

HOMO   -0.18417 Eh
Calculated total energy   -12729.7840 eV
Largest force on an atom   0.45 eV/Å
Gap between HOMO and LUMO   9.0 eV
Total charge   -1

***

A molecular structure, C15H24N2O2S2Tc, computed with ωB97M-V/def2-TZVPD.

```
46
Properties=species:S:1:pos:R:3:forces:R:3:lowdin_spin:R:1
Tc -0.153166 -0.061497 0.375417 -0.0656 -0.4283 0.3642 0.56
C -0.044056 0.052010 2.691853 0.1250 0.0433 -0.0143 0.00
C -0.949910 -0.970390 2.252994 0.0423 -0.0110 -0.0691 0.02
C -2.010651 -0.334076 1.546036 -0.2529 0.0715 -0.0747 0.00
C -1.739217 1.083373 1.549460 -0.0215 -0.1751 0.0503 0.00
C -0.526114 1.304847 2.244601 -0.0833 0.0115 0.0163 0.00
C 0.148682 2.618438 2.456935 0.0384 0.0377 0.0101 0.00
C -2.649602 2.151496 1.039284 -0.0396 0.0999 -0.0449 0.00
C -3.260293 -1.011504 1.069295 -0.0333 -0.0343 0.0167 0.00
C -0.858103 -2.423617 2.581528 0.0079 -0.0358 0.0020 0.00
C 1.120765 -0.127128 3.604810 0.0249 -0.0154 0.0077 0.00
H 1.219579 2.540151 2.272140 -0.0059 -0.0138 -0.0184 0.00
H 0.003195 2.965374 3.482700 -0.0118 -0.0057 0.0024 0.00
H -0.241726 3.378236 1.782463 0.0137 0.0064 0.0029 0.00
H -3.361272 1.770095 0.305879 -0.0100 -0.0075 0.0011 0.00
H -2.101008 2.983588 0.592830 0.0186 -0.0173 0.0003 0.00
H -3.242378 2.564999 1.858034 0.0135 -0.0033 0.0107 0.00
H -3.044502 -1.761043 0.306266 0.0169 -0.0082 0.0102 0.00
H -3.973241 -0.297336 0.657792 0.0131 0.0084 -0.0250 0.00
H -3.757597 -1.522329 1.896375 -0.0070 0.0327 0.0166 0.00
H -1.424274 -3.015014 1.863360 -0.0077 -0.0009 0.0036 0.00
H -1.250415 -2.621510 3.582234 -0.0012 0.0054 0.0088 0.00
H 0.177930 -2.761350 2.543494 -0.0025 0.0027 0.0000 0.00
H 1.952420 0.518893 3.324851 0.0011 -0.0013 -0.0074 0.00
H 1.480219 -1.152782 3.596963 -0.0011 -0.0041 -0.0070 0.00
H 0.818844 0.129048 4.624268 -0.0032 0.0020 -0.0043 0.00
N -1.228187 0.761642 -1.349322 0.2174 0.1453 -0.1232 0.00
N -0.235393 1.277144 -2.235901 0.0757 0.1423 0.2630 0.00
C 0.851312 1.905568 -1.533157 0.0646 -0.1400 -0.1668 0.00
O 1.478554 2.772196 -2.100801 -0.0912 -0.0152 0.0311 0.00
O 1.064718 1.421811 -0.354143 -0.0547 0.3536 -0.1742 0.02
H -1.755149 0.029429 -1.817457 0.1508 -0.0352 -0.1018 0.00
H -1.870368 1.502419 -1.080066 -0.0585 -0.0507 0.0443 0.00
H -0.612797 1.894645 -2.943136 0.0074 -0.0055 -0.0050 0.00
C 3.056621 -3.579626 0.263876 0.0636 -0.0544 0.0040 0.00
C 1.860016 -2.700498 0.038462 -0.0696 0.0832 0.0685 0.05
S 1.916730 -1.107543 0.738951 0.0997 -0.0270 -0.2670 0.13
C 0.805753 -3.080105 -0.700760 -0.0060 0.1064 0.0532 0.03
C 0.700761 -4.409554 -1.389253 0.0140 -0.0714 -0.0346 0.00
S -0.504687 -1.958992 -0.906546 -0.1666 -0.0154 0.1332 0.17
H 3.795485 -3.083986 0.891480 -0.0096 0.0091 0.0005 0.00
H 3.538275 -3.835651 -0.682799 -0.0069 -0.0026 -0.0020 0.00
H 2.772361 -4.516287 0.750295 -0.0053 -0.0010 -0.0010 0.00
H 0.891348 -5.230441 -0.693861 0.0058 0.0010 -0.0010 0.00
H 1.428351 -4.491609 -2.201021 0.0062 0.0011 0.0080 0.00
H -0.290111 -4.555733 -1.816807 -0.0057 0.0166 0.0122 0.00
```
Positions in Å, forces in eV/Å.

HOMO (spin up / spin down)   -0.23953 / -0.26847 Eh
Calculated total energy   -46890.9375 eV
Largest force on an atom   0.57 eV/Å
Gap between HOMO and LUMO (spin up / spin down)   6.8 / 6.9 eV
2S+1   2

***

Q: The lowest largest force on an atom belongs to which entry?
A: CH4AlN2O

***

Q: Which formula does entry 6 have?
A: C15H24N2O2S2Tc